22
Properties=species:S:1:pos:R:3:forces:R:3 method="wB97M-V/def2-TZVPD" largest_force_ev_per_a=3.44 homo_energy_ev=-8.779 orbital_gap_ev=9.819 relative_energy_kj_mol=122.8 spin_multiplicity=1 charge=0 lumo_ev=1.0
H 0.9632 -1.6194 1.4782 -0.3032 0.0795 -0.2681
H 1.7630 -0.6998 -0.7220 -0.6952 1.0393 0.1744
H -3.1066 -0.7625 -3.1332 0.4194 -0.4790 -1.7876
C -1.9132 -0.0986 -1.4622 1.3383 0.6014 -1.1459
N 0.2117 -0.1729 2.7727 -1.0033 0.2733 -2.6174
H -0.4765 0.8833 0.5507 -0.6764 0.4388 0.4249
H -0.8520 -1.6014 1.4713 0.8380 0.4106 0.4729
H -3.9536 -0.9366 -1.7054 1.1412 -0.1418 0.0116
H -2.5899 -2.0496 -1.8244 -0.2538 -0.1002 -1.1887
C 1.1544 0.2590 -0.6031 1.2800 -1.6913 -0.4940
H -2.4264 0.7028 -0.9154 0.1550 -0.4087 0.2891
H -1.3841 0.5300 -2.3221 -0.3520 -1.3968 1.5906
C -2.9149 -1.0525 -2.1455 -1.0846 0.5035 3.2277
H 0.8643 0.5129 -1.6594 -0.0150 0.1164 1.2100
H 0.9321 -0.4745 3.3374 1.3962 -0.7639 1.5075
H -0.5391 -1.6866 -0.8742 -0.6288 0.7690 -0.2699
H -0.6376 0.0125 3.2578 -0.3922 -0.1054 0.3182
H 1.8069 1.7020 1.2536 0.0041 -0.2092 -0.3315
S 2.3332 1.5198 0.0198 -0.3376 0.0748 0.2019
C -0.0516 -0.0628 0.2855 -0.7510 -1.4113 -1.3129
C 0.0702 -0.9754 1.5164 0.7004 0.9305 1.5052
N -1.0352 -0.8627 -0.4948 -0.7794 1.4704 -1.5179